Molecular formula: Br3O3P
Method: DFT, ωB97M-V/def2-TZVPD

Each line ends with the natural charge from an NBO analysis.
Element x y z (Å)
1 O 1.01670 1.96161 0.23701  -0.986
2 O 1.22514 -0.27260 -0.92861  -0.888
3 O -1.10274 0.56999 -0.13398  -0.946
4 P 0.51166 0.60990 0.18998  2.228
5 Br 0.69410 -1.97840 -1.12498  0.391
6 Br 0.67288 -0.54771 2.01042  -0.201
7 Br -3.01774 -0.34280 -0.24985  0.401

Max |F|, hartree/bohr: 0.073
Energy relative to the best compared isomer or geometry (same formula, charge and spin), kcal/mol: 23.8
Orbital gap (alpha / beta), eV: 7.23 / 7.23
Total energy, eV: -225557.17887

=====

Molecular formula: C28H18AsF3N3OS3Y
Method: DFT, ωB97M-V/def2-TZVPD

Each line ends with the natural charge from an NBO analysis.
Element x y z (Å)
1 Y 1.19215 0.73168 1.54859  1.726
2 S 1.90123 2.87481 0.23423  -0.329
3 C 0.62559 3.80173 1.00993  -0.300
4 C -0.01305 4.77506 0.16169  0.270
5 N -0.52150 5.49699 -0.57596  -0.328
6 C 0.20857 3.65919 2.29808  -0.255
7 S 0.82301 2.51051 3.47708  -0.304
8 C -0.83117 4.53334 2.78131  0.252
9 N -1.66674 5.21480 3.18012  -0.296
10 F 6.40580 -3.12177 -0.00890  -0.327
11 C 5.10812 -2.81313 0.16763  0.984
12 F 4.57527 -3.79417 0.90919  -0.314
13 F 4.53220 -2.86449 -1.04308  -0.316
14 C 4.94990 -1.46160 0.81289  -0.233
15 C 6.06589 -0.70998 1.12735  -0.091
16 C 5.93422 0.54701 1.70695  -0.289
17 C 4.65837 1.01117 1.94550  0.099
18 N 3.58129 0.27816 1.65583  -0.614
19 C 3.67939 -0.94172 1.10227  0.145
20 S 2.14282 -1.74291 0.80326  -0.351
21 H 7.04839 -1.10748 0.91248  0.238
22 H 6.79705 1.14576 1.95508  0.233
23 H 4.45761 1.98739 2.36877  0.228
24 O -0.85010 -0.09174 1.54277  -1.207
25 As -1.60875 -0.40208 0.06232  1.983
26 C -1.46046 -2.25771 -0.30266  -0.339
27 C -0.94321 -3.08539 0.68435  -0.204
28 C -0.82476 -4.44576 0.43253  -0.195
29 C -1.22603 -4.96200 -0.78927  -0.182
30 C -1.74687 -4.12838 -1.77181  -0.194
31 C -1.86379 -2.76896 -1.53246  -0.227
32 C -0.76595 0.59306 -1.31412  -0.456
33 C -1.16575 1.91147 -1.53542  -0.209
34 C -0.51481 2.67107 -2.49234  -0.133
35 C 0.52585 2.11128 -3.22323  -0.178
36 C 0.92336 0.80082 -3.00196  -0.193
37 C 0.27922 0.03033 -2.04466  -0.203
38 C -3.41903 0.14901 0.16695  -0.338
39 C -3.99273 0.34075 1.41785  -0.195
40 C -5.33086 0.69885 1.49787  -0.200
41 C -6.08046 0.85841 0.34163  -0.178
42 C -5.49818 0.67460 -0.90613  -0.204
43 C -4.16085 0.32183 -0.99698  -0.223
44 H -0.62357 -2.67039 1.63147  0.246
45 H -0.40798 -5.09622 1.18897  0.227
46 H -1.12781 -6.02203 -0.98238  0.222
47 H -2.05355 -4.53707 -2.72498  0.222
48 H -2.25812 -2.12285 -2.30893  0.221
49 H -1.96585 2.35722 -0.95399  0.237
50 H -0.79959 3.70311 -2.64115  0.237
51 H 1.04228 2.70943 -3.96203  0.225
52 H 1.74286 0.37797 -3.56772  0.225
53 H 0.60907 -0.98569 -1.85834  0.246
54 H -3.39743 0.23470 2.31674  0.242
55 H -5.78602 0.86121 2.46564  0.227
56 H -7.12341 1.13765 0.41013  0.223
57 H -6.07998 0.81586 -1.80654  0.224
58 H -3.70114 0.20732 -1.97244  0.223

Max |F|, hartree/bohr: 0.010
Energy relative to the best compared isomer or geometry (same formula, charge and spin), kcal/mol: 0.0
Orbital gap, eV: 7.64
Total energy, eV: -138389.70572

=====

Molecular formula: C29H51FN6RuSSi5
Method: DFT, ωB97M-V/def2-TZVPD

Each line ends with the Mulliken charge.
Element x y z (Å)
1 Ru 0.17021 -0.24987 -0.08861  -0.923
2 C 0.55466 0.09504 4.95372  -1.376
3 Si -0.01629 0.12009 3.17360  0.240
4 C -1.22530 -1.30110 2.99340  -0.610
5 C -0.79355 1.80603 2.95282  -0.284
6 N 1.17362 -0.09983 1.85285  1.204
7 C 2.52823 -0.03550 1.97843  0.009
8 C 3.19813 -0.02806 3.23450  -0.378
9 C 4.56838 0.02324 3.33132  -1.066
10 C 5.37067 0.03216 2.19030  -0.657
11 C 4.76733 0.01684 0.93704  -1.006
12 C 3.40072 0.00231 0.86706  0.211
13 F 2.84364 0.02984 -0.34934  0.091
14 H -0.34183 0.16989 5.57658  0.445
15 H 1.19173 0.94873 5.20091  0.391
16 H 1.07323 -0.82423 5.24068  0.366
17 H -2.22078 -0.99068 3.31911  0.433
18 H -0.93016 -2.13480 3.63794  0.488
19 H -1.29152 -1.66924 1.96996  -0.436
20 H -1.63053 1.91168 3.64894  0.470
21 H -1.16717 1.98190 1.94766  -0.725
22 H -0.06299 2.58652 3.18392  0.296
23 H 2.60465 -0.06848 4.13501  0.373
24 H 5.02071 0.05523 4.31385  0.487
25 H 6.44858 0.05659 2.27416  0.450
26 H 5.35451 0.02096 0.02744  0.486
27 C -2.67767 -0.09913 -2.21734  -1.365
28 Si -2.19926 -0.64430 -0.46689  1.814
29 C -2.74476 -2.44779 -0.34712  -1.496
30 C -3.26106 0.28618 0.78384  -1.163
31 Si 0.39885 -2.41718 -0.82435  0.745
32 Si 0.11726 -3.61138 -2.94027  0.756
33 C 1.86517 -3.85194 -3.55143  -1.124
34 C -0.78456 -5.21301 -2.61957  -1.362
35 C -0.89443 -2.62699 -4.16038  -0.889
36 Si 1.61493 -3.81626 0.95371  0.545
37 C 0.25877 -5.09344 0.88009  -1.081
38 C 2.07988 -3.42648 2.70100  -0.733
39 C 3.14362 -3.96140 -0.11999  -1.121
40 H -3.42495 0.70128 -2.21166  0.515
41 H -3.12123 -0.94521 -2.74882  0.495
42 H -1.81879 0.23408 -2.79906  0.197
43 H -3.83829 -2.49043 -0.40183  0.525
44 H -2.44868 -2.92066 0.59460  0.280
45 H -2.35459 -3.04915 -1.17879  0.132
46 H -4.19476 0.60008 0.30509  0.513
47 H -2.78546 1.16433 1.21716  0.053
48 H -3.52642 -0.37822 1.60823  0.349
49 H 2.39143 -4.64574 -3.01796  0.338
50 H 2.44880 -2.93150 -3.46281  0.306
51 H 1.84336 -4.12415 -4.61073  0.456
52 H -0.21101 -5.92958 -2.02989  0.435
53 H -0.98844 -5.67828 -3.58913  0.434
54 H -1.74678 -5.05155 -2.12820  0.413
55 H -0.56072 -1.59492 -4.24942  0.330
56 H -1.95401 -2.62398 -3.89522  0.242
57 H -0.79355 -3.09634 -5.14378  0.461
58 H -0.65751 -4.69933 1.32727  0.314
59 H 0.54706 -5.98126 1.45611  0.475
60 H 0.03594 -5.41463 -0.13676  0.101
61 H 1.21510 -3.41178 3.36727  0.283
62 H 2.60440 -2.47995 2.79643  0.074
63 H 2.75818 -4.21273 3.04682  0.598
64 H 3.02908 -4.71672 -0.90090  0.282
65 H 4.00570 -4.24572 0.49207  0.456
66 H 3.38279 -3.00959 -0.60079  0.326
67 N 0.68771 2.45641 -3.49089  -0.269
68 C 1.47808 1.51189 -2.99143  -0.115
69 N 2.74593 1.80899 -2.74231  -0.292
70 S 0.86125 -0.06900 -2.72038  -0.219
71 H 1.04614 3.34374 -3.81164  0.225
72 H -0.24398 2.19901 -3.77126  0.234
73 H 3.14485 2.70330 -2.98446  0.235
74 H 3.35350 1.08806 -2.39729  0.164
75 N -5.82353 8.59791 -0.89148  -0.423
76 C -4.97418 7.82966 -0.79779  -0.097
77 C -3.93068 6.84402 -0.67834  0.485
78 C -4.26523 5.53310 -0.34129  -1.045
79 C -3.27531 4.57453 -0.23257  -0.014
80 C -1.95316 4.92295 -0.47243  0.829
81 C -1.61178 6.22529 -0.79593  -0.610
82 C -2.60071 7.18762 -0.89631  -0.932
83 N -0.93570 3.91864 -0.37974  0.359
84 C 0.35066 4.06893 0.09420  -0.924
85 C 0.89708 2.82729 0.11169  -1.386
86 N -0.03251 1.91598 -0.35241  2.581
87 C -1.11621 2.60881 -0.64237  -2.276
88 H -5.30047 5.27611 -0.16307  0.468
89 H -3.53413 3.56378 0.05932  0.443
90 H -0.57984 6.49429 -0.98487  0.451
91 H -2.34387 8.20580 -1.15544  0.471
92 H 0.74921 5.02178 0.40137  0.571
93 H 1.88604 2.52940 0.42101  0.536
94 H -2.02139 2.21124 -1.07377  0.664

Max |F|, hartree/bohr: 0.059
Net charge: +2
Orbital gap (alpha / beta), eV: 4.96 / 5.46
Total energy, eV: -95352.84407

=====

Molecular formula: C23H20N2O
Method: DFT, ωB97M-V/def2-TZVPD

Each line ends with the natural charge from an NBO analysis.
Element x y z (Å)
1 C 2.94614 -0.81484 3.97206  -0.227
2 C 2.22960 0.38727 3.96307  -0.217
3 C 1.06467 0.50245 3.19937  -0.240
4 C 0.63445 -0.57380 2.39102  0.018
5 C -0.54020 -0.49147 1.50579  0.108
6 N -0.55947 -1.35772 0.51617  -0.426
7 C -1.38367 -1.75084 -0.40164  -0.176
8 C -1.21720 -3.01520 -1.00046  0.261
9 N -1.11951 -4.01904 -1.60102  -0.406
10 C -1.64831 0.43521 1.77821  -0.005
11 C -1.96771 0.80478 3.10683  -0.226
12 C -3.04813 1.64825 3.37066  -0.211
13 C -3.80538 2.16540 2.31391  -0.225
14 C -3.50809 1.79486 0.99891  -0.198
15 C -2.45007 0.92270 0.73308  -0.235
16 C 1.38559 -1.76263 2.38525  -0.215
17 C 2.50557 -1.89965 3.20579  -0.203
18 H 3.84967 -0.90692 4.56934  0.210
19 H 2.57029 1.23667 4.55741  0.212
20 H 0.48377 1.42891 3.22261  0.220
21 H -2.28871 -1.20070 -0.70004  0.186
22 H -1.35363 0.43152 3.93077  0.226
23 H -3.28526 1.90856 4.40429  0.215
24 H -4.61833 2.86667 2.51284  0.213
25 H -4.08722 2.18820 0.16278  0.210
26 H -2.21543 0.65229 -0.29384  0.208
27 H 1.05676 -2.57480 1.73476  0.236
28 H 3.01881 -2.85979 3.23782  0.211
29 C -1.00715 -2.05634 -4.20824  -0.251
30 O -0.81461 -1.17916 -3.08200  -0.528
31 C 0.32926 -1.01936 -2.47307  0.347
32 C 1.05295 0.19403 -2.65668  -0.115
33 C 2.45407 0.17882 -2.43980  -0.148
34 C 3.19998 1.32112 -2.69924  -0.226
35 C 2.56724 2.48043 -3.18095  -0.159
36 C 1.17418 2.50778 -3.37080  -0.223
37 C 0.41013 1.37916 -3.11137  -0.159
38 H -1.99128 -1.78331 -4.58536  0.204
39 H -0.25197 -1.86844 -4.97700  0.180
40 H -0.97838 -3.09999 -3.87064  0.223
41 H 0.84531 -1.88375 -2.03694  0.199
42 H 2.90492 -0.75790 -2.10440  0.225
43 H 4.28164 1.31455 -2.54419  0.227
44 H 3.16046 3.36588 -3.42159  0.223
45 H 0.68338 3.40918 -3.74505  0.225
46 H -0.66912 1.35097 -3.26841  0.231

Max |F|, hartree/bohr: 0.065
Energy relative to the best compared isomer or geometry (same formula, charge and spin), kcal/mol: 128.0
Orbital gap, eV: 4.12
Total energy, eV: -29198.60094

=====

- total energy of number 3 (C29H51FN6RuSSi5)?
  -95352.84407 eV

=====

- total energy of number 1 (Br3O3P)?
  -225557.17887 eV